1.
C27H30N4O5 as an isolated structure. Source: OMol25; level of theory: the ωB97M-V functional and the def2-TZVPD basis.

- LUMO energy (eV) = 0.207

```
66
C27H30N4O5 the ωB97M-V functional and the def2-TZVPD basis
H -4.52215 0.42282 -1.56126
H 3.20442 -1.91602 -0.16216
H 0.19478 -1.87647 2.06070
C 0.66492 -1.05338 1.79146
H -5.45159 -0.66423 -4.31823
H -3.51175 -1.07215 0.41481
H 4.78711 1.29446 -1.97325
O 4.73511 1.06559 2.70193
H 4.12780 -3.36599 3.70127
H -1.83420 -2.04688 -2.81056
C 2.93761 -0.09347 2.28623
C -4.20836 0.79828 -0.68558
H -2.23264 1.40677 2.72328
C 0.10717 -2.05663 -2.08924
C -2.31053 2.03249 0.86280
O 0.39690 1.42407 2.57455
C -4.53172 -0.10303 -4.20617
O -3.56852 -0.77061 -3.69331
C -0.14921 0.32505 1.86669
C 2.76359 1.47525 -1.46543
C -2.93935 1.34631 -4.38423
C -2.39344 0.89469 1.98898
C 2.70258 -2.14427 2.71541
H -3.92412 -0.14498 2.64930
H 6.49035 2.09230 2.95815
O -0.18596 0.61693 -3.33540
N -1.32528 -0.03155 1.73801
H 1.88231 -3.08452 2.73407
H -2.07253 0.65260 -0.94130
N -1.00470 -1.37930 -2.76745
O -1.17295 -2.24100 0.02000
C 4.16852 -0.09142 2.71655
C 3.90985 0.98614 -1.53071
H -4.97268 1.76784 -0.21617
H 0.67801 1.37975 -0.77971
H -1.58315 -0.89376 1.16858
C -0.03897 -1.90840 -0.73638
H -5.06967 1.45763 -5.11273
C 1.87195 -0.32194 -0.53807
H 6.87608 0.40488 2.58013
C -4.24390 -0.24443 0.48371
C 3.91600 -2.32695 3.26304
H 0.38092 -2.87555 -2.28586
H 2.61053 2.88234 -1.78468
H -2.44074 2.10334 -4.64282
C -3.91907 0.31736 1.81724
H 6.30932 0.88322 4.17439
C -1.11918 -0.19367 -3.44370
H -5.20013 -0.76180 0.66480
H -2.93027 1.99535 -1.44691
H 5.79071 -1.25870 3.78317
H -4.62486 1.11251 2.30588
H 2.57079 0.94496 1.79388
H -1.42631 2.35224 0.70442
C 1.58907 0.86251 -0.82949
C 6.19776 1.16588 3.18219
H -3.11528 2.76007 0.98167
C 3.21133 -0.94240 -0.66440
C 4.72275 -1.42112 3.14157
C -2.65341 0.01919 -3.81509
C -4.26124 0.91845 -4.75153
C 2.08886 -1.23069 2.25264
N 4.24869 -0.30538 -1.24174
C -2.85742 1.24296 -0.53055
N 0.85453 -1.24051 0.25821
H 0.80498 -1.34303 -2.31558
```

---

2.
A 2-piece molecular cluster, C2H3I3O2 overall. Source: OMol25; level of theory: the ωB97M-V functional and the def2-TZVPD basis.

- LUMO energy (alpha / beta) (eV) = -0.037 / -0.036

```
10
C2H3I3O2 the ωB97M-V functional and the def2-TZVPD basis
C 0.68252 -0.63827 0.39042
O 0.62846 -1.75413 1.12746
H -0.96438 -1.51542 -1.61169
I 2.17234 -0.75290 -1.12051
I -2.08056 0.91375 -1.00654
O 0.44604 0.55293 0.93798
C -1.25170 -0.97540 -0.82359
I -2.30783 -2.17984 0.47639
H -0.13379 1.11190 0.35385
H 0.06689 -1.53022 1.79276
```

---

3.
The molecule C5H4N2. Source: OMol25; level of theory: the ωB97M-V functional and the def2-TZVPD basis.

- LUMO energy (eV) = 0.935

```
11
C5H4N2 the ωB97M-V functional and the def2-TZVPD basis
C -0.30363 2.32740 1.62261
N 0.65777 -1.50449 -1.04561
C -0.21340 1.34402 0.93251
C 1.04966 -0.44563 -0.30973
C -0.10682 0.17725 0.11869
H -0.38349 3.19730 2.23723
H 2.08895 -0.20597 -0.14018
N -0.67440 -1.62945 -1.13567
C -1.14654 -0.61481 -0.43372
H -2.21311 -0.46745 -0.33509
H 1.24501 -2.17817 -1.51106
```

---

Q: Which ΔE to the lowest compared entry with this formula, charge and spin values were calculated for the entries above? A: 25.8541, 2.3880, 1.7966, in eV.
Q: Which F_max values were calculated for the entries above? A: 16.391, 5.358, 0.401, in eV/Å.